# C63H110F3N5O5

A cluster of 8 separate species, C63H110F3N5O5 in total (ωB97M-V/def2-TZVPD, OMol25).

For the HOMO-LUMO gap, the calculation gives 8.51 eV. Its max |F| is 3.12 eV/A. The SMILES is CC1(C)CCCC(C)(C)N1O.CC1(C)CCCC(C)(C)N1O.CC1(C)CCCC(C)(C)N1O.CC1(C)CCCC(C)(C)N1O.CC1(C)CCCC(C)(C)N1O.Fc1ccccc1.Fc1ccccc1.Fc1ccccc1. Its net charge is 0. The value obtained for the total energy is -92946.06079 eV.

Structure (XYZ):
```
186
Properties=species:S:1:pos:R:3:mulliken_charge:R:1
F 0.18713 1.93007 0.84212 -0.17
C -0.57868 0.82083 0.62274 -0.68
C -1.94509 0.91725 0.81056 -0.32
C -2.72602 -0.18969 0.62913 -0.81
C -2.15479 -1.38823 0.19943 -0.63
C -0.77113 -1.54751 0.00519 -0.12
C -0.01419 -0.37813 0.15338 0.15
H -2.39330 1.82589 1.18456 0.64
H -3.80263 -0.16965 0.71229 0.48
H -2.83171 -2.18360 -0.07547 0.52
H -0.47113 -2.48746 -0.43399 0.22
H 1.01000 -0.27698 -0.17407 0.50
F -5.22145 -2.87196 0.20829 -0.24
C -5.09670 -4.22671 0.05088 0.59
C -4.22612 -4.97572 0.84403 -0.47
C -4.03694 -6.31596 0.55625 -0.26
C -4.73133 -6.93157 -0.52327 -0.64
C -5.61605 -6.15649 -1.25539 -0.29
C -5.86287 -4.82127 -0.95052 -0.74
H -3.56728 -4.54108 1.58121 0.41
H -3.44646 -6.90515 1.24225 0.45
H -4.44679 -7.94633 -0.75929 0.42
H -6.07875 -6.60711 -2.12098 0.37
H -6.68927 -4.31723 -1.42950 0.43
F 0.54484 -3.55304 -3.15136 -0.25
C 0.32244 -4.83508 -2.75794 0.20
C -0.68107 -5.11736 -1.83799 -0.02
C -0.85390 -6.40231 -1.35769 -0.27
C -0.05186 -7.40348 -1.85537 -0.91
C 1.07985 -7.11231 -2.64850 -0.45
C 1.27552 -5.80972 -3.14915 -0.30
H -1.31532 -4.29679 -1.53670 0.67
H -1.64283 -6.67907 -0.67403 0.28
H -0.23114 -8.42380 -1.55010 0.35
H 1.78883 -7.84977 -2.99475 0.44
H 2.19268 -5.51260 -3.63592 0.31
C -5.81223 4.67618 4.75342 -2.03
C -6.51024 4.63508 3.36837 1.42
C -5.46900 5.34027 2.40374 -1.35
C -5.53404 4.97488 0.90110 -0.38
C -5.54638 3.50261 0.69632 -0.41
C -6.71084 2.74201 1.54798 1.89
N -6.62749 3.17334 2.95941 0.37
O -7.44993 2.39407 3.74113 -0.52
C -8.08458 3.09929 0.87809 -1.78
C -6.46247 1.21642 1.45341 -2.30
C -7.78356 5.47337 3.41274 -1.58
H -5.64622 5.69223 5.11145 0.46
H -4.85434 4.16846 4.86636 0.40
H -6.48105 4.31603 5.53513 0.42
H -5.69769 6.39990 2.51775 0.46
H -4.47997 5.40414 2.85745 0.42
H -4.63239 5.34496 0.41309 0.04
H -6.41842 5.38878 0.41668 0.37
H -4.61044 3.04127 1.01141 -0.23
H -5.65173 3.27783 -0.36504 0.50
H -8.36144 4.15111 0.80643 0.28
H -8.26905 2.85359 -0.16770 0.42
H -8.88106 2.50370 1.32416 0.37
H -5.66954 0.94052 2.14858 0.47
H -7.40698 0.77132 1.76628 0.42
H -6.06017 0.85760 0.50604 0.47
H -7.59203 6.44361 3.87104 0.44
H -8.56854 5.10762 4.07465 0.36
H -8.16683 5.45071 2.39259 0.33
H -6.83864 1.73242 4.07300 0.35
C 0.45390 3.88664 -5.69752 -1.71
C -0.75330 3.93955 -4.79451 1.71
C -1.17275 2.47987 -4.38474 -0.80
C -1.95473 2.38082 -3.09949 -1.05
C -1.16342 3.06175 -1.99476 0.18
C -0.97049 4.54000 -2.24619 1.53
N -0.37419 4.68224 -3.54725 1.04
O 0.07685 5.97427 -3.91504 -0.55
C -2.29369 5.30503 -2.01539 -1.92
C 0.04316 4.97398 -1.10503 -1.99
C -1.93865 4.61420 -5.56189 -1.86
H 0.66332 4.78640 -6.27603 0.34
H 0.16254 3.11431 -6.40936 0.45
H 1.41176 3.62626 -5.24718 0.17
H -1.62737 1.91337 -5.19746 0.68
H -0.32934 1.80478 -4.23984 -0.33
H -1.98917 1.31420 -2.87761 0.57
H -2.94406 2.79960 -3.28381 0.35
H -0.25808 2.48050 -1.81987 -0.48
H -1.71101 2.96016 -1.05779 -0.02
H -3.11934 5.05400 -2.68127 0.31
H -2.60069 5.10540 -0.98874 0.26
H -2.14382 6.37731 -2.14130 0.46
H 0.39450 5.98776 -1.29719 0.56
H -0.36715 4.96514 -0.09524 0.30
H 0.93547 4.35997 -1.22696 0.33
H -1.62895 5.63500 -5.78587 0.45
H -2.84947 4.87347 -5.02218 0.31
H -2.33803 4.10461 -6.43877 0.38
H 0.99773 5.75105 -3.76097 0.36
C 2.90543 1.86216 -4.25394 -2.35
C 3.73190 0.79281 -3.42927 2.03
C 2.99875 0.52873 -2.05597 -1.08
C 3.56191 -0.62717 -1.26509 0.34
C 3.59851 -1.91156 -2.10924 -1.39
C 4.27524 -1.76497 -3.49192 1.81
N 3.87201 -0.51301 -4.16578 0.48
O 4.47650 -0.36858 -5.40501 -0.51
C 5.89616 -1.77089 -3.31876 -1.90
C 3.76542 -3.06887 -4.26952 -1.87
C 5.10504 1.39935 -3.16766 -2.16
H 2.74644 2.76591 -3.66567 0.37
H 1.95293 1.43840 -4.57217 0.58
H 3.44908 2.07093 -5.17532 0.54
H 3.19548 1.46615 -1.53575 0.30
H 1.93564 0.41355 -2.26724 0.41
H 2.96613 -0.73520 -0.35874 -0.24
H 4.57918 -0.34768 -0.99099 0.16
H 2.55324 -2.20670 -2.20086 -0.18
H 4.01595 -2.61364 -1.38748 0.49
H 6.18742 -2.80789 -3.48571 0.54
H 6.40841 -1.23469 -4.11762 0.28
H 6.21220 -1.49525 -2.31265 0.39
H 2.68057 -3.17062 -4.29831 0.32
H 4.05185 -2.98215 -5.31763 0.52
H 4.16499 -4.00476 -3.87890 0.39
H 5.75671 0.71599 -2.62318 0.45
H 5.06305 2.31343 -2.57539 0.39
H 5.55955 1.46550 -4.15615 0.45
H 3.66807 -0.47459 -5.91176 0.39
C 3.26966 0.41963 2.18767 -2.34
C 4.07313 1.56647 2.77984 1.76
C 5.53488 1.42707 2.17156 -0.90
C 6.44052 2.63855 2.41085 -0.92
C 5.75437 3.86766 1.82839 -1.11
C 4.20172 4.08814 2.36982 1.05
N 3.42495 2.81474 2.37450 1.35
O 2.13377 2.91168 2.90361 -0.57
C 4.15808 4.67204 3.83896 -1.56
C 3.51309 5.00223 1.30697 -1.81
C 4.22015 1.29463 4.30050 -1.94
H 3.72960 -0.53591 2.43971 0.54
H 3.12655 0.60602 1.12330 0.17
H 2.27934 0.33485 2.63506 0.48
H 6.07078 0.59134 2.62152 0.54
H 5.48686 1.16630 1.11431 -0.02
H 7.47979 2.46705 2.13051 0.43
H 6.47560 2.83852 3.48178 0.30
H 5.77229 3.83111 0.73916 0.34
H 6.21279 4.79883 2.16140 0.54
H 4.64623 5.64662 3.83752 0.47
H 3.13585 4.76487 4.20575 0.30
H 4.76485 3.99883 4.44454 0.38
H 3.15259 4.37757 0.48970 0.25
H 2.62847 5.45851 1.75120 0.43
H 4.15538 5.81654 0.97160 0.43
H 5.00386 1.83425 4.83218 0.32
H 4.38537 0.22757 4.44939 0.46
H 3.29356 1.47717 4.84476 0.43
H 1.62869 2.62663 2.13861 0.25
C 2.24327 -5.88319 0.38038 -1.30
C 2.54592 -5.23031 1.73031 2.16
C 1.87280 -3.80298 1.85736 -0.17
C 0.47801 -3.65974 2.49555 -0.19
C 0.36824 -4.51985 3.75234 -1.89
C 0.83766 -5.99646 3.65137 1.41
N 2.14088 -6.06676 2.91579 0.27
O 2.68457 -7.32241 3.04652 -0.54
C 1.01241 -6.55772 5.07428 -1.92
C -0.29608 -6.76139 2.85280 -1.33
C 4.07250 -5.01152 1.81349 -1.93
H 3.03601 -6.58199 0.11328 0.45
H 2.08956 -5.16198 -0.42232 -0.11
H 1.29331 -6.41233 0.45581 0.25
H 2.58089 -3.10139 2.29835 0.11
H 1.67109 -3.42706 0.85431 -0.25
H -0.27244 -3.92750 1.75175 -0.07
H 0.14003 -2.63924 2.67570 0.54
H -0.62408 -4.45036 4.19793 0.50
H 0.92482 -4.05645 4.56695 0.39
H 1.50246 -7.52217 4.94092 0.51
H 1.60636 -5.84425 5.64548 0.41
H 0.06966 -6.71759 5.59751 0.35
H -1.30139 -6.56230 3.22401 0.38
H -0.16255 -6.33820 1.85722 0.01
H -0.09534 -7.83151 2.90439 0.45
H 4.41912 -4.37334 2.62630 0.48
H 4.34730 -4.48643 0.89868 0.25
H 4.66244 -5.90969 1.63077 0.46
H 3.41533 -7.19394 3.65569 0.38
```